1.
DFT (the ωB97M-V functional and the def2-TZVPD basis) results for the molecule C4H6ClN.

Output
Charge: 0
E_tot in Ha: -670.8411
E_HOMO in eV: -9.332
Spin multiplicity: 1
Largest force on an atom in eV/Å: 5.23
Kohn-Sham gap in eV: 10.13

Geometry as XYZ:
```
12
Properties=species:S:1:pos:R:3:forces:R:3
Cl -3.11555 -0.70334 0.09152 1.0 0.7 -0.3
C -1.89078 0.64644 0.03394 -5.2 -0.4 0.2
C -0.63053 0.47089 0.02689 2.6 4.1 1.5
C 0.24862 -0.62403 0.03899 0.4 -3.9 -2.1
C 1.60358 -0.41149 -0.59619 0.4 -0.1 0.5
N 1.43032 -0.64749 0.93804 -0.6 3.6 -0.1
H -2.47499 1.58681 0.08396 1.0 -0.7 0.0
H -0.13633 1.48301 0.28597 -0.4 -1.3 -0.9
H -0.34634 -1.59020 -0.29749 1.7 1.5 1.4
H 1.76498 0.69081 -0.90709 0.2 -2.2 0.3
H 2.14278 -1.31345 -1.17456 -1.3 2.4 1.5
H 1.40423 0.41203 1.47603 0.3 -3.8 -2.0
```
Forces are in eV/Å.

***

2.
DFT (the ωB97M-V functional and the def2-TZVPD basis) results for a cluster of 2 separate species, C4H6ClN in total.

Output
Charge: 0
E_tot in Ha: -670.8793
E_HOMO in eV: -9.625
Spin multiplicity: 1
Largest force on an atom in eV/Å: 3.61
Kohn-Sham gap in eV: 10.55

Geometry as XYZ:
```
12
Properties=species:S:1:pos:R:3:forces:R:3
C -1.16255 0.77995 -0.12158 -2.4 1.0 0.3
C -0.72963 -0.56455 -0.03856 2.2 -1.8 1.5
C 0.12321 -1.06015 0.83969 0.8 1.3 3.2
Cl 0.73999 -2.69321 1.13392 -0.5 0.7 -0.7
H -0.60234 1.30075 -0.88702 -0.4 0.3 -0.2
H -0.96240 1.24071 0.85454 -0.6 0.5 -0.4
H -2.27122 0.63047 -0.42996 1.6 1.3 0.8
H -1.08169 -1.17624 -0.76218 -1.0 -2.2 -2.3
H 0.48611 -0.38559 1.72445 -0.6 -1.2 -1.8
C 1.84629 0.63484 -0.74584 0.8 -1.1 0.3
N 1.41171 1.55236 -1.24343 -0.3 1.7 -0.9
H 2.20253 -0.25934 -0.32403 0.4 -0.4 0.3
```
Forces are in eV/Å.

***

3.
DFT (the ωB97M-V functional and the def2-TZVPD basis) results for a cluster of 2 separate species, C4H6ClN3O2 in total.

Output
Charge: 0
E_tot in Ha: -930.7376
E_HOMO (spin up / spin down) in eV: -8.105 / -8.105
Spin multiplicity: 1
Largest force on an atom in eV/Å: 4.28
Kohn-Sham gap (spin up / spin down) in eV: 7.78 / 7.78

Geometry as XYZ:
```
16
Properties=species:S:1:pos:R:3:forces:R:3
C -3.54534 -0.60949 -0.09974 -2.0 -3.3 -1.9
C 1.05166 -0.66507 1.37515 1.1 1.9 -1.6
C 0.13884 0.23020 -0.79396 0.8 -2.6 2.1
C 1.81035 1.37739 0.40538 0.3 -0.8 1.2
N -3.36142 0.40468 0.35069 1.0 2.5 1.3
N 0.96824 0.17814 0.33933 -0.5 -0.1 0.4
N -0.37755 -0.99710 -1.19208 -1.4 1.5 -2.1
O -0.83386 -1.09300 -2.35224 0.5 -0.1 0.8
O -0.47943 -1.86891 -0.36235 0.1 -1.6 1.2
Cl 0.34498 1.37911 -1.94302 0.0 1.5 -1.6
H -4.05524 -1.46926 -0.57346 1.1 0.8 0.6
H 1.84529 -0.40154 2.06354 -0.2 -0.1 0.0
H 0.56520 -1.59041 1.42391 -0.8 -0.7 -0.1
H 2.47975 1.31199 1.23935 0.7 -0.4 0.0
H 2.22314 1.62033 -0.53024 1.0 -0.2 -0.9
H 1.22539 2.19293 0.64975 -1.6 1.7 0.4
```
Forces are in eV/Å.

***

4.
DFT (the ωB97M-V functional and the def2-TZVPD basis) results for the molecule C4H6ClNOS.

Output
Charge: 0
E_tot in Ha: -1144.3196
E_HOMO in eV: -8.423
Spin multiplicity: 1
Largest force on an atom in eV/Å: 4.27
Kohn-Sham gap in eV: 8.95

Geometry as XYZ:
```
14
Properties=species:S:1:pos:R:3:forces:R:3
C -0.50896 2.61438 0.55901 1.0 1.7 1.9
S -0.59815 1.12699 -0.40042 -0.4 -0.3 -1.6
C 0.64860 0.19559 0.30510 1.6 1.4 2.9
C 0.90724 -1.09756 0.28033 0.3 -0.9 -1.4
Cl 2.15979 -1.79332 1.23233 0.3 0.0 0.1
C 0.40325 -1.95931 -0.84487 -0.5 -0.2 1.3
N -0.99633 -1.80230 -0.98591 -1.0 -1.3 -0.1
O 1.15584 -2.63518 -1.53768 -1.8 1.0 0.6
H 0.68299 2.68450 1.04937 -3.7 0.4 -1.6
H -1.24881 2.38566 1.43686 1.5 1.2 -1.4
H -0.87246 3.57106 -0.13311 1.2 -2.6 2.1
H 1.31918 0.76656 1.05738 -1.3 -0.7 -1.3
H -1.81561 -1.68097 -0.20455 3.5 -0.4 -2.5
H -1.23657 -2.37610 -1.81384 -0.6 0.6 0.9
```
Forces are in eV/Å.

***

5.
DFT (the ωB97M-V functional and the def2-TZVPD basis) results for the molecule C4H6ClNS.

Output
Charge: 0
E_tot in Ha: -1069.1178
E_HOMO in eV: -9.145
Spin multiplicity: 1
Largest force on an atom in eV/Å: 4.44
Kohn-Sham gap in eV: 9.94

Geometry as XYZ:
```
13
Properties=species:S:1:pos:R:3:forces:R:3
H 0.84611 -3.06284 -0.82515 0.2 2.2 0.0
N 1.06462 -2.02402 -0.99805 0.8 -3.7 -1.1
C 0.49646 -1.16437 -0.32391 -1.4 -0.1 0.9
S -0.70714 -1.29005 0.97607 -0.5 -0.6 -0.1
C -1.13987 0.51944 1.02088 2.8 -2.4 -2.4
C -0.46818 1.03909 -0.27948 -0.7 1.7 1.0
C 0.76955 0.24676 -0.58954 -1.8 0.2 3.3
Cl 1.92058 0.72892 0.70718 0.8 0.1 0.0
H -0.51818 0.78887 1.81484 -0.2 1.3 1.7
H -2.17647 0.57177 1.00361 -1.6 0.6 0.5
H -1.24135 1.25997 -1.01879 0.5 -0.6 -0.5
H -0.02770 1.98804 0.00326 -0.5 0.7 -0.2
H 1.18157 0.39841 -1.49091 1.6 0.6 -3.1
```
Forces are in eV/Å.

***

6.
DFT (the ωB97M-V functional and the def2-TZVPD basis) results for a structure of composition C4H6CoLiO2.

Output
Charge: +1
E_tot in Ha: -1696.3964
E_HOMO (spin up / spin down) in eV: -12.342 / -12.676
Spin multiplicity: 4
Largest force on an atom in eV/Å: 4.65
Kohn-Sham gap (spin up / spin down) in eV: 7.64 / 7.99

Geometry as XYZ:
```
14
Properties=species:S:1:pos:R:3:forces:R:3
O 1.60872 0.52668 1.47523 1.3 0.3 2.4
C 2.45215 -0.19410 0.79721 -2.9 1.0 -0.3
C 2.65852 -0.91388 -0.17987 4.2 -1.8 1.0
Li 1.57150 0.08241 3.28126 0.2 0.0 -0.3
Co 0.17163 1.11677 0.43371 -0.6 -0.5 -2.1
H 3.66283 -1.45733 -0.02950 -1.5 0.2 -1.6
C -0.49016 0.09523 -1.33254 -0.6 0.6 0.4
C -1.87469 0.14118 -0.71352 -0.7 -0.9 -0.9
O -1.68448 0.54004 0.69386 -0.1 0.3 0.4
H -0.22296 -0.95646 -1.51559 0.5 0.6 0.3
H -0.47537 0.64091 -2.28739 0.2 -0.1 0.4
H -2.35097 -0.84890 -0.68006 0.1 0.3 0.0
H -2.57497 0.83716 -1.19541 0.3 0.0 0.3
H -2.45175 0.39027 1.25261 -0.2 0.1 0.0
```
Forces are in eV/Å.